Entry 1:
The following is a DFT calculation (wB97M-V/def2-TZVPD) of a structure of composition C36H28Cl2IMgN2O2P.

## Properties
Maximum force: 4.8 eV/A
Net charge: +2
Electronic energy: -92727.0146 eV
Gap between HOMO and LUMO: 0.2093 hartree
HOMO: -0.481 hartree

Positions of all 73 atoms, in Å:
Mg: 12.608 11.695 14.589
I: 11.858 11.690 17.306
C: 12.031 9.693 18.191
C: 12.717 9.637 19.372
C: 12.559 8.555 20.244
C: 11.579 7.552 20.021
C: 10.845 7.537 18.834
C: 9.957 6.506 18.517
C: 9.388 6.355 17.255
C: 9.742 7.262 16.261
C: 10.607 8.356 16.570
P: 11.167 9.246 15.049
C: 9.444 9.469 14.388
C: 8.707 10.524 14.972
C: 7.421 10.725 14.567
C: 6.843 10.039 13.457
C: 7.599 9.020 12.932
C: 8.878 8.688 13.375
C: 11.753 7.977 13.975
C: 11.811 8.282 12.625
C: 12.653 7.540 11.774
C: 13.279 6.412 12.254
C: 13.190 5.963 13.544
C: 12.370 6.724 14.401
C: 11.184 8.558 17.818
H: 13.445 10.412 19.577
H: 13.183 8.526 21.165
H: 11.438 6.729 20.754
H: 9.745 5.803 19.379
H: 8.725 5.521 16.982
H: 9.413 7.137 15.215
H: 9.153 10.997 15.849
H: 6.801 11.493 15.078
H: 5.821 10.059 13.120
H: 7.296 8.439 12.061
H: 9.348 7.771 13.023
H: 11.331 9.176 12.274
H: 12.854 7.940 10.783
H: 14.007 5.929 11.516
H: 13.767 5.097 13.922
H: 12.247 6.352 15.430
O: 8.489 12.066 7.398
C: 8.306 11.797 8.720
O: 7.170 11.467 9.078
C: 9.404 11.971 9.702
C: 9.093 11.942 11.079
C: 10.103 12.039 12.035
C: 11.448 12.043 11.636
C: 11.717 12.115 10.222
C: 10.753 12.118 9.251
N: 12.501 11.808 12.441
C: 13.771 11.708 12.007
C: 14.794 11.256 12.876
C: 16.091 11.315 12.366
C: 17.163 11.231 13.248
C: 16.900 11.054 14.616
C: 15.579 10.986 15.065
N: 14.535 11.089 14.178
H: 9.398 12.127 7.101
H: 8.024 11.794 11.446
H: 9.861 12.158 13.100
H: 12.783 12.240 9.990
H: 10.986 12.093 8.172
H: 14.080 11.788 10.967
H: 16.198 11.321 11.245
H: 18.232 11.246 12.932
H: 17.704 10.968 15.361
H: 15.325 10.836 16.117
Cl: 13.337 14.404 14.420
C: 12.307 15.815 13.685
Cl: 12.883 16.261 12.093
H: 12.412 16.664 14.350
H: 11.326 15.377 13.659



Entry 2:
The following is a DFT calculation (wB97M-V/def2-TZVPD) of a structure of composition C9H16CoN3O5S3.

## Properties
Maximum force: 2.3 eV/A
Spin multiplicity: 4
Net charge: -1
Electronic energy: -94436.1003 eV
Gap between HOMO and LUMO (spin up / spin down): 0.1837 / 0.1855 hartree
HOMO (spin up / spin down): -0.138 / -0.140 hartree

Positions of all 37 atoms, in Å:
Co: -1.427 0.853 -0.516
O: -1.563 4.415 -2.186
C: -1.647 3.448 -1.453
O: -0.738 2.580 -1.235
C: -3.047 3.037 -0.776
O: -3.973 3.831 -0.824
O: -3.041 1.860 -0.184
S: -0.503 -3.781 -1.712
C: -0.916 -2.614 -0.585
S: -2.176 -1.419 -1.005
S: -0.234 -2.642 1.018
C: -1.213 -0.277 3.764
C: -1.645 0.190 2.416
N: -2.879 -0.169 2.153
O: -0.889 0.789 1.634
H: -1.897 0.120 4.491
H: -0.299 0.179 4.069
H: -1.260 -1.402 3.701
H: -3.353 -0.857 2.743
H: -3.215 0.133 1.273
N: 3.360 -0.905 -1.183
C: 2.963 -0.080 0.010
C: 1.713 0.749 -0.247
N: 0.637 -0.012 -0.824
C: 1.078 -0.719 -2.050
C: 2.185 -1.687 -1.776
H: 4.078 -1.553 -0.821
H: 3.760 -0.217 -1.839
H: 3.815 0.529 0.265
H: 2.830 -0.754 0.862
H: 1.870 1.654 -0.825
H: 1.400 1.107 0.767
H: 0.243 -0.695 -0.161
H: 1.439 0.093 -2.763
H: 0.232 -1.189 -2.530
H: 2.437 -2.153 -2.680
H: 1.874 -2.440 -0.990



Entry 3:
The following is a DFT calculation (wB97M-V/def2-TZVPD) of a structure of composition C49H40CrF5N8O2Sb.

## Properties
Maximum force: 0.8 eV/A
Spin multiplicity: 5
Net charge: -2
Electronic energy: -116028.4314 eV
Gap between HOMO and LUMO (spin up / spin down): 0.1774 / 0.1791 hartree
HOMO (spin up / spin down): -0.032 / -0.036 hartree

Positions of all 106 atoms, in Å:
Cr: -1.131 -0.502 0.139
C: -0.929 3.041 5.654
C: -0.654 4.102 4.792
C: -0.727 3.933 3.413
C: -1.058 2.680 2.933
C: -1.180 2.159 1.546
N: -1.107 2.945 0.507
C: -1.404 2.486 -0.756
C: -2.212 3.065 -1.707
C: -2.984 4.267 -1.684
C: -3.758 4.571 -2.755
C: -3.841 3.695 -3.899
C: -3.151 2.528 -3.946
C: -2.305 2.181 -2.852
C: -1.542 1.058 -2.600
N: -1.314 -0.048 -3.373
C: -1.321 -1.237 -2.827
N: -1.505 -1.590 -1.528
C: -1.677 -2.970 -1.430
N: -1.992 -3.690 -0.413
C: -2.193 -3.188 0.860
N: -1.902 -1.935 1.285
C: -2.165 -1.823 2.622
N: -1.939 -0.715 3.406
C: -1.597 0.434 2.953
N: -1.400 0.824 1.625
C: -1.332 1.618 3.793
C: -1.278 1.787 5.166
C: -2.651 -3.063 3.086
C: -3.083 -3.534 4.344
C: -3.507 -4.831 4.455
C: -3.522 -5.703 3.333
C: -3.113 -5.269 2.099
C: -2.672 -3.941 1.957
C: -1.464 -3.538 -2.779
C: -1.416 -4.846 -3.225
C: -1.112 -5.055 -4.565
C: -0.875 -3.984 -5.427
C: -0.937 -2.671 -4.974
C: -1.230 -2.471 -3.639
N: -0.963 1.241 -1.319
H: -0.861 3.197 6.725
H: -0.378 5.065 5.204
H: -0.521 4.743 2.726
H: -2.930 4.915 -0.818
H: -4.338 5.486 -2.761
H: -4.478 3.983 -4.727
H: -3.220 1.859 -4.794
H: -1.485 0.955 5.827
H: -3.070 -2.872 5.203
H: -3.835 -5.209 5.418
H: -3.856 -6.726 3.464
H: -3.113 -5.930 1.240
H: -1.574 -5.667 -2.538
H: -1.030 -6.067 -4.944
H: -0.610 -4.182 -6.459
H: -0.732 -1.829 -5.622
C: 2.522 5.547 2.236
C: 2.892 4.318 3.061
C: 4.271 4.491 3.682
Sb: 2.570 2.513 1.853
C: 2.037 1.219 3.518
C: 1.529 -0.133 3.026
C: 3.116 1.058 4.581
C: 4.656 1.935 1.595
C: 4.758 0.471 1.181
C: 5.278 2.832 0.528
H: 2.511 6.453 2.854
H: 1.545 5.444 1.763
H: 3.249 5.711 1.434
H: 2.154 4.206 3.864
H: 5.046 4.577 2.916
H: 4.547 3.658 4.330
H: 4.312 5.409 4.282
H: 1.192 1.760 3.959
H: 2.324 -0.730 2.573
H: 0.745 -0.028 2.276
H: 1.114 -0.710 3.858
H: 4.038 0.643 4.165
H: 2.776 0.366 5.361
H: 3.362 2.005 5.066
H: 5.180 2.081 2.544
H: 4.151 0.260 0.296
H: 4.418 -0.204 1.968
H: 5.794 0.205 0.941
H: 4.813 2.642 -0.444
H: 6.350 2.634 0.418
H: 5.155 3.896 0.741
C: 1.317 1.600 -2.317
C: 0.479 1.042 -1.229
O: 0.870 0.424 -0.272
H: 2.323 1.762 -1.936
H: 0.875 2.510 -2.721
H: 1.357 0.820 -3.084
F: 1.910 -6.804 -1.873
C: 1.882 -5.456 -2.005
C: 2.261 -4.849 -3.193
F: 2.648 -5.622 -4.228
C: 2.244 -3.482 -3.323
F: 2.622 -2.958 -4.510
C: 1.835 -2.582 -2.287
O: 1.799 -1.333 -2.444
C: 1.466 -3.269 -1.090
F: 1.031 -2.557 -0.020
C: 1.489 -4.642 -0.958
F: 1.123 -5.205 0.203



Entry 4:
The following is a DFT calculation (wB97M-V/def2-TZVPD) of a cluster of 2 separate species, C4H12N2O2 in total.

## Properties
Maximum force: 1.5 eV/A
Net charge: 0
SMILES string: CN(C)CO.NC=O
Electronic energy: -11417.5504 eV
Gap between HOMO and LUMO: 0.3760 hartree
HOMO: -0.347 hartree

Positions of all 20 atoms, in Å:
C: -0.196 0.092 1.551
C: 0.452 -1.265 -0.345
C: -1.207 -2.094 1.185
N: -0.611 -0.914 0.585
O: -0.515 1.337 0.979
H: -1.376 1.120 0.524
H: -0.764 -0.045 2.483
H: 0.885 0.101 1.756
H: 0.865 -0.355 -0.775
H: 1.264 -1.820 0.145
H: -0.496 -2.664 1.799
H: 0.041 -1.880 -1.144
H: -2.049 -1.797 1.806
H: -1.566 -2.747 0.391
N: 1.054 2.394 -1.203
C: 0.704 1.946 -2.419
O: 1.314 2.143 -3.442
H: 1.859 2.996 -1.130
H: 0.542 2.141 -0.365
H: -0.200 1.308 -2.382



Entry 5:
The following is a DFT calculation (wB97M-V/def2-TZVPD) of a structure of composition C27H28BrCl2MgN4O3P.

## Properties
Maximum force: 2.0 eV/A
Net charge: 0
Electronic energy: -150381.2883 eV
Gap between HOMO and LUMO: 0.2728 hartree
HOMO: -0.266 hartree

Positions of all 67 atoms, in Å:
Mg: 9.077 12.644 12.337
O: 6.027 10.828 17.127
C: 6.476 11.508 16.070
C: 7.465 12.472 16.150
C: 7.875 13.044 14.970
N: 7.372 12.807 13.740
C: 6.349 11.930 13.709
Br: 5.430 11.761 12.092
C: 5.939 11.207 14.820
H: 6.501 11.063 17.932
H: 7.897 12.750 17.093
H: 8.722 13.734 14.947
H: 5.145 10.508 14.723
Cl: 8.043 8.025 11.067
C: 9.649 8.649 11.256
C: 10.752 7.944 10.780
C: 11.987 8.490 10.794
Cl: 13.340 7.547 10.397
C: 12.216 9.820 11.178
C: 13.454 10.498 11.139
C: 13.490 11.868 11.375
C: 12.283 12.540 11.721
N: 11.138 11.906 11.855
C: 11.103 10.569 11.612
C: 9.764 9.946 11.744
O: 8.825 10.660 12.244
H: 10.717 6.926 10.369
H: 14.328 9.926 10.820
H: 14.403 12.448 11.259
H: 12.265 13.619 11.853
C: 9.558 15.974 8.607
N: 9.377 14.682 9.209
C: 10.373 13.650 8.829
C: 8.387 14.452 10.061
C: 7.335 15.539 10.250
O: 8.275 13.387 10.668
H: 9.411 16.776 9.293
H: 8.934 16.146 7.730
H: 10.604 16.056 8.348
H: 11.345 13.926 9.194
H: 10.415 13.506 7.732
H: 10.092 12.699 9.298
H: 6.372 15.019 10.378
H: 7.288 16.258 9.482
H: 7.612 16.015 11.192
C: 6.923 10.755 5.552
P: 8.049 10.320 6.929
C: 7.107 11.003 8.330
C: 7.733 8.548 7.267
C: 6.484 7.962 7.550
C: 6.373 6.668 7.939
C: 7.535 5.885 8.026
C: 8.785 6.417 7.736
C: 8.852 7.768 7.349
H: 7.403 10.501 4.624
H: 6.869 11.826 5.492
H: 5.932 10.293 5.636
H: 6.064 10.679 8.408
H: 7.170 12.081 8.373
H: 7.593 10.717 9.255
H: 5.625 8.580 7.517
H: 5.364 6.214 8.162
H: 7.497 4.876 8.451
H: 9.693 5.804 7.894
H: 9.801 8.221 7.257
N: 10.542 15.600 12.500
C: 10.089 14.622 12.910



Entry 6:
The following is a DFT calculation (wB97M-V/def2-TZVPD) of a structure of composition C39H34BrCl2CrF11N3O4PTe.

## Properties
Maximum force: 7.7 eV/A
Spin multiplicity: 4
Net charge: -1
Electronic energy: -223639.7755 eV
Gap between HOMO and LUMO (spin up / spin down): 0.2086 / 0.2297 hartree
HOMO (spin up / spin down): -0.191 / -0.219 hartree

Positions of all 97 atoms, in Å:
Cr: -0.257 -1.082 0.933
O: -0.546 -5.086 -2.606
C: -1.533 -5.534 -1.762
C: -2.284 -6.666 -2.037
C: -3.275 -7.068 -1.155
C: -3.480 -6.383 0.027
C: -2.717 -5.265 0.317
C: -1.764 -4.823 -0.582
C: -0.908 -3.609 -0.287
O: -1.170 -3.063 0.944
N: -1.210 -2.572 -1.313
N: -1.290 -1.305 -0.707
C: -2.363 -0.612 -1.057
C: -2.930 0.343 -0.215
Br: -2.482 -0.062 1.692
C: -3.744 1.407 -0.463
C: -3.993 2.037 -1.724
C: -4.924 3.089 -1.781
C: -5.181 3.751 -2.963
C: -4.525 3.382 -4.130
C: -3.598 2.351 -4.093
C: -3.331 1.692 -2.912
H: -0.448 -5.708 -3.337
H: -2.083 -7.245 -2.931
H: -3.882 -7.928 -1.391
H: -4.226 -6.720 0.729
H: -2.838 -4.742 1.255
H: 0.138 -3.925 -0.364
H: -0.528 -2.597 -2.066
H: -2.916 -0.924 -1.939
H: -4.225 1.858 0.390
H: -5.439 3.377 -0.875
H: -5.892 4.566 -2.988
H: -4.731 3.892 -5.061
H: -3.077 2.061 -4.996
H: -2.583 0.919 -2.888
C: 2.522 -3.732 -1.042
C: 2.426 -2.356 -0.340
O: 1.367 -2.235 0.486
C: 2.405 -1.269 -1.431
F: 1.312 -1.382 -2.206
F: 2.381 -0.023 -0.962
F: 3.459 -1.333 -2.267
C: 3.754 -2.167 0.448
F: 4.041 -0.887 0.712
F: 4.827 -2.620 -0.248
F: 3.749 -2.827 1.590
H: 1.685 -3.868 -1.724
H: 2.495 -4.504 -0.274
H: 3.449 -3.809 -1.607
N: 0.362 0.638 0.767
P: 1.079 2.010 0.638
C: 1.160 2.608 -1.094
C: 2.082 3.531 -1.567
C: 1.952 4.041 -2.846
C: 0.898 3.646 -3.653
C: -0.026 2.726 -3.181
C: 0.107 2.210 -1.905
C: 0.157 3.450 1.339
C: 0.733 4.715 1.332
C: 0.016 5.806 1.782
C: -1.284 5.648 2.240
C: -1.859 4.389 2.252
C: -1.139 3.296 1.800
C: 2.746 2.259 1.357
C: 3.908 2.011 0.640
C: 5.143 2.208 1.231
C: 5.226 2.668 2.534
C: 4.069 2.907 3.258
C: 2.831 2.693 2.676
H: 2.899 3.852 -0.937
H: 2.671 4.763 -3.209
H: 0.793 4.060 -4.646
H: -0.863 2.432 -3.796
H: -0.601 1.496 -1.502
H: 1.750 4.835 0.989
H: 0.472 6.786 1.780
H: -1.840 6.507 2.589
H: -2.865 4.244 2.618
H: -1.567 2.309 1.816
H: 3.849 1.659 -0.377
H: 6.041 1.977 0.676
H: 6.193 2.823 2.990
H: 4.125 3.242 4.283
H: 1.928 2.860 3.247
Cl: 1.342 0.950 5.482
C: 1.992 -0.572 4.876
Cl: 2.603 -0.376 3.229
H: 1.189 -1.312 4.872
H: 2.813 -0.867 5.528
F: 1.722 -3.605 3.395
Te: -0.111 -3.273 2.660
F: -2.001 -2.711 3.125
F: -1.068 -4.954 3.038
F: -0.228 -3.182 4.657
F: 0.758 -4.709 1.536
O: 0.207 -1.488 2.684



Entry 7:
The following is a DFT calculation (wB97M-V/def2-TZVPD) of a structure of composition C16H20Cl6IrN2O6S.

## Properties
Maximum force: 1.5 eV/A
Spin multiplicity: 6
Net charge: +2
Electronic energy: -120962.8490 eV
Gap between HOMO and LUMO (spin up / spin down): 0.3458 / 0.2178 hartree
HOMO (spin up / spin down): -0.538 / -0.551 hartree

Positions of all 52 atoms, in Å:
Ir: -0.745 0.609 -0.572
Cl: -6.307 4.830 1.623
C: -4.820 4.104 1.386
C: -4.772 2.790 0.805
Cl: -6.207 1.998 0.361
C: -3.561 2.201 0.641
Cl: -3.407 0.589 0.043
C: -2.334 2.844 1.007
O: -1.222 2.283 0.851
C: -2.413 4.159 1.603
Cl: -0.963 4.888 2.088
C: -3.632 4.767 1.785
Cl: -3.730 6.308 2.494
O: -0.477 4.239 -1.287
Cl: -0.320 3.065 -2.055
O: 0.023 3.285 -3.402
O: -1.554 2.200 -1.942
O: 0.684 2.135 -1.389
N: -0.662 -1.369 -0.806
C: -0.497 -2.521 -0.936
N: -0.344 -3.773 -1.068
C: -1.395 -4.629 -1.717
C: -0.883 -5.081 -3.073
C: 0.458 -5.803 -2.930
C: 1.494 -4.916 -2.237
C: 0.994 -4.430 -0.887
H: -2.323 -4.063 -1.766
H: -1.536 -5.475 -1.044
H: -0.771 -4.209 -3.723
H: -1.633 -5.730 -3.525
H: 0.826 -6.098 -3.911
H: 0.318 -6.722 -2.354
H: 1.728 -4.053 -2.867
H: 2.424 -5.462 -2.075
H: 1.665 -3.718 -0.411
H: 0.824 -5.260 -0.201
C: 3.813 0.293 0.668
C: 3.366 1.747 0.680
S: 1.691 2.003 1.284
O: 0.907 0.703 0.881
C: 1.871 1.783 3.049
C: 2.629 2.934 3.697
H: 4.845 0.249 0.321
H: 3.201 -0.299 -0.008
H: 3.775 -0.157 1.659
H: 3.364 2.191 -0.315
H: 3.986 2.369 1.325
H: 2.333 0.809 3.209
H: 0.836 1.736 3.391
H: 3.655 3.014 3.345
H: 2.671 2.754 4.770
H: 2.128 3.889 3.538



Entry 8:
The following is a DFT calculation (wB97M-V/def2-TZVPD) of the molecule C5H6O.

## Properties
Maximum force: 4.7 eV/A
Net charge: 0
SMILES string: C#CC[C@@H]1CO1
Electronic energy: -7325.4702 eV
Gap between HOMO and LUMO: 0.4073 hartree
HOMO: -0.369 hartree

Positions of all 12 atoms, in Å:
C: 1.719 -2.490 -0.515
C: 0.814 -1.677 -0.303
C: -0.312 -0.647 -0.046
C: -0.031 0.823 -0.201
C: -0.429 1.858 0.970
H: 2.450 -3.295 -0.787
H: -0.660 -0.796 1.051
H: -1.176 -0.717 -0.765
H: 0.536 1.155 -1.048
H: -0.626 1.479 1.970
H: 0.040 2.822 0.846
O: -1.392 1.518 -0.087



- Which value of electronic energy does entry 3 give?
  -116028.4314 eV



- Which formula does entry 8 have?
  C5H6O



- Which value of net charge does entry 6 give?
  -1